DFT (wB97M-V/def2-TZVPD) results for a 9-piece molecular cluster, C72H160N9O3 overall in a non-equilibrium geometry.

Each line ends with the Löwdin charge.
CARTESIAN COORDINATES (ANGSTROEM)
N (-1.197, -0.727, 1.534)  -0.69
O (-0.870, -1.361, 0.531)  -0.09
O (-0.458, 0.110, 2.071)  -0.10
O (-2.273, -0.981, 2.100)  -0.11
C (0.013, 4.792, -3.417)  -0.11
C (-1.116, 4.745, -4.426)  -0.26
C (-0.716, 5.277, -5.805)  -0.21
C (-1.827, 4.985, -6.817)  -0.11
N (-1.625, 5.698, -8.184)  -0.24
C (-2.162, 7.158, -8.111)  -0.07
C (-2.391, 7.546, -9.592)  -0.11
C (-2.633, 6.225, -10.309)  -0.16
C (-2.618, 5.170, -9.240)  -0.12
C (-0.160, 5.504, -8.689)  0.06
H (0.413, 5.805, -3.370)  0.08
H (0.879, 4.136, -3.513)  0.08
H (-0.412, 4.480, -2.463)  0.08
H (-1.980, 5.286, -4.039)  0.12
H (-1.355, 3.686, -4.529)  0.11
H (0.212, 4.835, -6.168)  0.11
H (-0.485, 6.337, -5.700)  0.12
H (-2.804, 5.264, -6.422)  0.13
H (-1.696, 3.931, -7.059)  0.13
H (-1.314, 7.629, -7.614)  0.13
H (-3.086, 7.281, -7.545)  0.14
H (-1.513, 8.051, -9.995)  0.13
H (-3.303, 8.141, -9.640)  0.13
H (-1.940, 5.903, -11.087)  0.12
H (-3.548, 6.146, -10.895)  0.13
H (-2.356, 4.134, -9.458)  0.14
H (-3.557, 5.106, -8.691)  0.13
H (0.501, 5.944, -7.942)  0.10
H (0.087, 5.951, -9.652)  0.11
H (-0.068, 4.424, -8.805)  0.11
C (-1.526, -7.143, -5.026)  -0.10
C (-2.266, -5.919, -4.499)  -0.24
C (-2.736, -5.980, -3.024)  -0.20
C (-4.047, -6.682, -2.692)  -0.08
N (-3.974, -7.457, -1.341)  -0.22
C (-5.310, -8.179, -0.994)  -0.07
C (-5.631, -7.731, 0.445)  -0.13
C (-5.077, -6.274, 0.497)  -0.13
C (-3.771, -6.388, -0.292)  -0.11
C (-2.846, -8.514, -1.375)  0.03
H (-1.086, -7.000, -6.013)  0.08
H (-2.236, -7.970, -5.062)  0.07
H (-0.742, -7.487, -4.352)  0.07
H (-3.141, -5.707, -5.114)  0.11
H (-1.607, -5.065, -4.658)  0.11
H (-2.956, -4.963, -2.700)  0.10
H (-1.861, -6.187, -2.407)  0.11
H (-4.325, -7.416, -3.447)  0.14
H (-4.872, -5.995, -2.503)  0.13
H (-5.318, -9.244, -1.227)  0.14
H (-6.062, -7.784, -1.677)  0.13
H (-5.075, -8.404, 1.097)  0.12
H (-6.709, -7.729, 0.609)  0.13
H (-4.951, -5.935, 1.525)  0.12
H (-5.869, -5.682, 0.039)  0.12
H (-2.957, -6.807, 0.300)  0.13
H (-3.510, -5.388, -0.640)  0.13
H (-2.611, -9.041, -0.450)  0.11
H (-1.912, -7.994, -1.587)  0.09
H (-3.002, -9.338, -2.072)  0.12
C (10.151, -3.695, 1.912)  -0.07
C (9.616, -2.790, 0.750)  -0.23
C (8.232, -3.139, 0.215)  -0.21
C (7.049, -3.228, 1.233)  -0.08
N (5.770, -3.926, 0.678)  -0.24
C (4.671, -4.101, 1.770)  -0.08
C (3.756, -5.327, 1.455)  -0.10
C (4.594, -6.104, 0.324)  -0.12
C (6.000, -5.403, 0.189)  -0.06
C (5.319, -3.116, -0.515)  0.02
H (10.215, -4.713, 1.526)  0.08
H (9.488, -3.754, 2.776)  0.06
H (11.151, -3.387, 2.219)  0.08
H (10.273, -2.688, -0.114)  0.12
H (9.517, -1.775, 1.133)  0.10
H (8.246, -3.954, -0.510)  0.11
H (8.073, -2.324, -0.492)  0.10
H (6.719, -2.217, 1.472)  0.13
H (7.387, -3.769, 2.118)  0.12
H (4.245, -3.137, 2.048)  0.13
H (5.232, -4.315, 2.680)  0.12
H (2.750, -5.027, 1.163)  0.11
H (3.752, -5.960, 2.342)  0.11
H (4.148, -6.130, -0.671)  0.10
H (4.535, -7.171, 0.540)  0.12
H (6.528, -5.569, -0.750)  0.13
H (6.717, -5.826, 0.893)  0.13
H (4.950, -2.153, -0.160)  0.11
H (4.455, -3.627, -0.940)  0.11
H (6.143, -2.903, -1.195)  0.10
C (-0.959, 6.594, 3.604)  -0.08
C (-2.064, 6.526, 4.689)  -0.26
C (-3.015, 5.395, 4.600)  -0.23
C (-4.313, 5.605, 5.397)  -0.09
N (-5.400, 4.525, 5.105)  -0.17
C (-6.642, 4.626, 6.073)  -0.09
C (-7.160, 3.256, 6.365)  -0.15
C (-6.024, 2.260, 6.027)  -0.15
C (-4.852, 3.173, 5.675)  -0.12
C (-5.822, 4.353, 3.568)  0.08
H (-0.234, 5.792, 3.742)  0.07
H (-0.483, 7.560, 3.771)  0.08
H (-1.452, 6.603, 2.631)  0.07
H (-2.597, 7.470, 4.801)  0.12
H (-1.508, 6.315, 5.603)  0.12
H (-2.657, 4.402, 4.872)  0.11
H (-3.244, 5.238, 3.546)  0.10
H (-4.729, 6.543, 5.027)  0.14
H (-4.174, 5.701, 6.474)  0.14
H (-7.397, 5.216, 5.554)  0.13
H (-6.389, 5.083, 7.029)  0.14
H (-8.008, 3.095, 5.700)  0.12
H (-7.606, 3.203, 7.358)  0.13
H (-6.242, 1.501, 5.276)  0.11
H (-5.776, 1.580, 6.842)  0.12
H (-4.084, 2.673, 5.085)  0.13
H (-4.398, 3.294, 6.659)  0.14
H (-6.359, 3.405, 3.547)  0.09
H (-4.960, 4.221, 2.914)  0.09
H (-6.504, 5.149, 3.270)  0.11
C (-6.388, -7.573, 7.942)  -0.08
C (-4.880, -7.425, 8.327)  -0.23
C (-4.144, -6.256, 7.613)  -0.19
C (-2.926, -5.866, 8.452)  -0.11
N (-2.034, -4.755, 7.800)  -0.23
C (-1.006, -4.271, 8.862)  -0.09
C (-0.625, -2.824, 8.567)  -0.16
C (-1.777, -2.270, 7.793)  -0.14
C (-2.790, -3.455, 7.559)  -0.07
C (-1.337, -5.375, 6.560)  0.05
H (-6.565, -7.731, 6.878)  0.07
H (-7.035, -6.790, 8.340)  0.08
H (-6.772, -8.518, 8.324)  0.08
H (-4.251, -8.315, 8.312)  0.11
H (-4.840, -7.137, 9.377)  0.10
H (-4.876, -5.449, 7.595)  0.11
H (-3.898, -6.593, 6.606)  0.11
H (-2.270, -6.714, 8.647)  0.14
H (-3.196, -5.514, 9.448)  0.13
H (-0.142, -4.928, 8.962)  0.14
H (-1.535, -4.349, 9.811)  0.13
H (0.308, -2.886, 8.006)  0.11
H (-0.518, -2.131, 9.402)  0.13
H (-1.481, -1.740, 6.888)  0.12
H (-2.248, -1.534, 8.445)  0.11
H (-3.174, -3.531, 6.541)  0.13
H (-3.662, -3.413, 8.212)  0.13
H (-0.910, -6.305, 6.935)  0.11
H (-0.609, -4.682, 6.139)  0.11
H (-2.076, -5.760, 5.858)  0.09
C (-13.249, 4.115, -4.175)  -0.07
C (-11.700, 4.340, -4.269)  -0.22
C (-10.953, 2.980, -4.111)  -0.21
C (-9.455, 3.032, -4.075)  -0.16
N (-8.664, 1.764, -3.837)  -0.25
C (-8.896, 1.214, -2.371)  -0.04
C (-7.674, 0.200, -2.224)  -0.15
C (-6.477, 0.967, -2.741)  -0.15
C (-7.089, 2.067, -3.705)  -0.04
C (-8.976, 0.691, -4.889)  0.06
H (-13.766, 4.997, -4.552)  0.08
H (-13.539, 3.894, -3.148)  0.08
H (-13.504, 3.269, -4.813)  0.07
H (-11.434, 4.937, -3.397)  0.10
H (-11.316, 4.958, -5.081)  0.11
H (-11.340, 2.327, -4.893)  0.12
H (-11.240, 2.551, -3.151)  0.11
H (-9.184, 3.795, -3.345)  0.14
H (-9.102, 3.366, -5.051)  0.14
H (-9.883, 0.755, -2.319)  0.13
H (-8.756, 2.021, -1.652)  0.13
H (-7.731, -0.694, -2.845)  0.10
H (-7.599, -0.103, -1.180)  0.12
H (-5.851, 0.363, -3.398)  0.11
H (-5.832, 1.381, -1.967)  0.12
H (-6.785, 2.210, -4.742)  0.13
H (-7.031, 3.027, -3.191)  0.12
H (-9.985, 0.280, -4.918)  0.12
H (-8.213, -0.073, -4.744)  0.09
H (-8.657, 1.271, -5.756)  0.11
C (3.682, 0.032, -5.966)  -0.10
C (4.836, 0.963, -6.190)  -0.27
C (6.167, 0.310, -6.526)  -0.20
C (7.423, 1.225, -6.358)  -0.08
N (8.794, 0.874, -7.055)  -0.21
C (8.745, 0.599, -8.531)  -0.13
C (9.732, -0.496, -8.836)  -0.14
C (9.751, -1.361, -7.572)  -0.13
C (9.393, -0.416, -6.452)  -0.10
C (9.859, 2.045, -6.858)  0.06
H (3.471, -0.230, -4.929)  0.08
H (3.765, -0.870, -6.574)  0.08
H (2.760, 0.501, -6.308)  0.07
H (5.056, 1.609, -5.341)  0.11
H (4.657, 1.641, -7.025)  0.11
H (6.251, -0.153, -7.509)  0.11
H (6.186, -0.498, -5.794)  0.11
H (7.537, 1.345, -5.280)  0.13
H (7.229, 2.213, -6.776)  0.13
H (8.951, 1.492, -9.121)  0.14
H (7.740, 0.250, -8.771)  0.12
H (10.682, -0.036, -9.105)  0.13
H (9.397, -1.053, -9.712)  0.13
H (10.726, -1.807, -7.379)  0.13
H (9.018, -2.163, -7.656)  0.12
H (10.178, 0.016, -5.830)  0.13
H (8.674, -0.913, -5.801)  0.12
H (9.954, 2.211, -5.785)  0.10
H (9.376, 2.956, -7.210)  0.10
H (10.800, 1.822, -7.362)  0.12
C (10.969, 1.827, 6.630)  -0.12
C (10.959, 3.215, 6.127)  -0.26
C (9.614, 3.543, 5.409)  -0.16
C (8.412, 3.601, 6.431)  -0.09
N (6.978, 3.898, 5.902)  -0.23
C (6.017, 3.634, 7.082)  -0.08
C (4.663, 3.403, 6.438)  -0.18
C (4.934, 2.725, 5.158)  -0.17
C (6.458, 2.885, 4.842)  -0.05
C (6.801, 5.342, 5.466)  0.03
H (11.968, 1.648, 7.028)  0.10
H (10.727, 1.140, 5.820)  0.08
H (10.183, 1.698, 7.375)  0.07
H (11.825, 3.312, 5.472)  0.12
H (11.233, 3.945, 6.888)  0.12
H (9.432, 2.790, 4.642)  0.10
H (9.724, 4.502, 4.904)  0.10
H (8.629, 4.381, 7.162)  0.14
H (8.476, 2.623, 6.908)  0.11
H (6.185, 4.494, 7.732)  0.14
H (6.371, 2.731, 7.579)  0.14
H (4.183, 4.369, 6.279)  0.12
H (4.003, 2.690, 6.931)  0.13
H (4.411, 3.156, 4.304)  0.12
H (4.455, 1.755, 5.292)  0.12
H (6.636, 3.321, 3.859)  0.13
H (6.969, 1.935, 4.995)  0.13
H (5.839, 5.539, 4.992)  0.11
H (7.507, 5.621, 4.684)  0.11
H (6.893, 6.021, 6.314)  0.12

For the energy above the lowest of the compared OMol25 structures with the same formula, charge and spin, the calculation gives 0.000 eV. Its net charge is +7. Its HOMO-LUMO gap is 6.7 eV.

=====

DFT (wB97M-V/def2-TZVPD) results for C38H32Br4FN3O3SiV as an isolated structure.

Each line ends with the Mulliken spin population.
CARTESIAN COORDINATES (ANGSTROEM)
V (-0.158, -0.589, 0.417)  2.69
Br (-6.690, -0.591, 3.104)  0.00
C (-4.800, -0.669, 2.923)  0.00
C (-3.999, -0.971, 4.007)  0.00
Br (-4.767, -1.315, 5.710)  0.00
C (-2.602, -1.027, 3.841)  0.01
Br (-1.443, -1.432, 5.290)  0.00
C (-1.980, -0.799, 2.614)  -0.02
O (-0.701, -0.830, 2.430)  0.01
C (-2.824, -0.482, 1.471)  0.03
O (-2.242, -0.249, 0.341)  -0.03
C (-4.204, -0.426, 1.671)  0.00
Br (-5.241, 0.025, 0.143)  0.00
C (4.052, -1.429, -0.595)  0.00
C (4.712, -0.239, -0.226)  0.01
C (4.019, 0.780, 0.363)  0.00
C (2.609, 0.659, 0.599)  0.05
N (1.997, -0.517, 0.249)  -0.14
C (2.706, -1.501, -0.318)  0.06
C (1.832, 1.704, 1.122)  -0.01
C (2.352, 2.804, 1.850)  0.00
C (1.560, 3.516, 2.701)  0.01
C (0.219, 3.035, 2.929)  -0.01
C (-0.314, 2.085, 2.148)  0.06
N (0.382, 1.624, 0.969)  -0.04
H (4.569, -2.257, -1.058)  0.00
H (5.774, -0.121, -0.418)  0.00
H (4.525, 1.700, 0.622)  0.00
H (2.121, -2.382, -0.565)  -0.01
H (3.411, 3.034, 1.790)  0.00
H (1.956, 4.340, 3.280)  0.00
H (-0.343, 3.379, 3.790)  0.00
H (-1.278, 1.633, 2.336)  0.00
C (0.900, -5.427, 0.363)  0.00
Si (-0.014, -3.924, 1.094)  0.01
C (1.162, -3.281, 2.409)  0.05
C (-1.564, -4.537, 1.984)  0.00
N (-0.336, -2.727, -0.094)  0.08
C (-0.807, -3.003, -1.329)  0.01
C (-1.396, -4.211, -1.767)  0.00
C (-1.793, -4.414, -3.082)  0.00
C (-1.647, -3.423, -4.038)  0.01
C (-1.114, -2.193, -3.642)  0.00
C (-0.733, -2.002, -2.337)  0.04
O (-0.226, -0.785, -1.868)  -0.02
C (0.013, 0.229, -2.760)  0.06
C (1.317, 0.498, -3.141)  -0.02
C (1.572, 1.611, -3.931)  0.01
C (0.531, 2.432, -4.341)  0.00
C (-0.775, 2.139, -3.964)  0.01
C (-1.039, 1.034, -3.173)  -0.03
H (0.973, -6.226, 1.108)  0.00
H (1.922, -5.124, 0.111)  0.00
H (0.441, -5.838, -0.537)  0.00
H (1.564, -4.128, 2.978)  0.00
H (0.672, -2.591, 3.096)  0.00
H (2.004, -2.749, 1.959)  -0.01
H (-1.296, -5.078, 2.896)  0.00
H (-2.191, -5.190, 1.371)  0.00
H (-2.163, -3.669, 2.275)  0.00
H (-1.554, -5.001, -1.043)  0.00
H (-2.235, -5.367, -3.354)  0.00
H (-1.956, -3.579, -5.064)  0.00
H (-1.005, -1.387, -4.358)  0.00
H (2.114, -0.137, -2.772)  0.00
H (2.592, 1.846, -4.210)  0.00
H (0.737, 3.311, -4.939)  0.00
H (-1.585, 2.791, -4.266)  0.00
H (-2.037, 0.800, -2.819)  0.00
F (0.848, 7.924, -0.229)  0.00
C (0.611, 6.581, -0.233)  0.00
C (1.543, 5.745, -0.813)  0.00
C (1.293, 4.382, -0.814)  0.00
C (0.136, 3.859, -0.241)  0.02
C (-0.096, 2.371, -0.231)  0.08
C (-0.790, 4.739, 0.308)  0.00
C (-0.558, 6.108, 0.322)  0.00
H (2.443, 6.162, -1.246)  0.00
H (2.011, 3.700, -1.255)  0.00
H (0.423, 1.942, -1.085)  -0.02
H (-1.164, 2.151, -0.327)  0.03
H (-1.699, 4.343, 0.742)  0.00
H (-1.266, 6.803, 0.756)  0.00

The expectation value of S² is 3.758. For the energy above the lowest of the compared OMol25 structures with the same formula, charge and spin, the calculation gives 0.000 eV. Its net charge is -2. Its multiplicity is 4. Its HOMO-LUMO gap (spin up / spin down) is 5.1 / 5.3 eV.

=====

DFT (wB97M-V/def2-TZVPD) results for C4H7F2NO2 as an isolated structure in a non-equilibrium geometry.

Each line ends with the Löwdin charge.
CARTESIAN COORDINATES (ANGSTROEM)
C (-0.073, 0.213, -2.026)  -0.55
C (1.213, 0.693, 0.789)  0.01
C (-0.746, 0.468, -0.672)  -0.05
C (-0.639, -0.777, 1.343)  -0.47
N (0.100, -0.223, 0.335)  -0.19
O (0.622, -0.904, -2.124)  0.10
O (-0.289, 0.952, -2.948)  0.11
F (-1.207, 0.155, 2.201)  0.04
F (-1.633, -1.536, 0.846)  0.09
H (1.914, 0.528, -0.086)  0.13
H (0.803, 1.643, 1.123)  0.11
H (1.640, 0.096, 1.514)  0.05
H (-1.667, -0.078, -0.747)  0.13
H (-0.849, 1.478, -0.511)  0.11
H (0.252, -1.378, 2.141)  0.23
H (0.559, -1.329, -1.179)  0.16

For the energy above the lowest of the compared OMol25 structures with the same formula, charge and spin, the calculation gives 1.049 eV. Its HOMO-LUMO gap is 10.8 eV.

=====

DFT (wB97M-V/def2-TZVPD) results for one molecule with the formula O2 in a non-equilibrium geometry.

Each line ends with the Löwdin charge.
CARTESIAN COORDINATES (ANGSTROEM)
O (0.246, 0.460, 0.253)  0.00
O (-0.246, -0.460, -0.253)  0.00

For the energy above the lowest of the compared OMol25 structures with the same formula, charge and spin, the calculation gives 0.061 eV. Its HOMO-LUMO gap is 7.9 eV.

=====

Number 1: M 1200.132 g/mol. Number 2: M 996.336 g/mol. Number 3: M 139.101 g/mol. Number 4: M 31.998 g/mol.